15
Properties=species:S:1:pos:R:3:forces:R:3:lowdin_charge:R:1 method="wB97M-V/def2-TZVPD" lumo_ev=1.12 total_energy_ev=-6355.30543 smiles="[H][H].CC=O.C=C" homo_lumo_gap_ev=10.80 relative_energy_ev=2.497
H -0.2605 1.2911 -2.0368 -0.03 -0.12 0.04 0.065
H -0.3425 0.6329 -1.6927 0.03 0.22 -0.15 0.030
C 1.8525 0.5027 0.5312 -0.23 -0.13 -0.05 -0.057
C 1.8108 -0.5768 -0.5193 0.20 -0.40 -0.01 -0.330
O 0.8766 -1.2843 -0.8062 0.29 0.38 0.16 -0.012
H 2.2832 1.4252 0.1191 -0.06 -0.25 0.07 0.082
H 2.5250 0.1398 1.3215 -0.08 0.16 -0.13 0.085
H 0.8648 0.6975 0.9549 0.11 -0.06 -0.10 0.067
H 2.7754 -0.7695 -1.0257 0.13 0.17 -0.04 0.114
C -1.7763 -0.9412 0.6080 -0.35 0.08 -0.09 -0.081
C -2.3025 0.2715 0.4494 -0.33 -0.24 -0.02 -0.093
H -1.9237 -1.5141 1.5216 0.00 0.25 0.00 0.049
H -1.2107 -1.4536 -0.1623 -0.11 0.28 0.08 0.023
H -2.9191 0.7366 1.2126 0.17 -0.10 0.14 0.040
H -2.2530 0.8422 -0.4755 0.25 -0.24 0.10 0.017